Entry 1:
Molecular formula: C2S4
Method: DFT, ωB97M-V with the def2-TZVPD basis set

Structure (XYZ):
```
6
C2S4 | the OMol25 dataset | ωB97M-V with the def2-TZVPD basis set
C 1.42 0.96 -1.15
C -1.40 -0.91 1.09
S 1.92 -0.04 -2.16
S -1.49 -1.69 -0.27
S 1.04 1.78 0.08
S -1.49 -0.10 2.40
```

Kohn-Sham gap, eV: 9.34
Highest occupied orbital energy, eV: -9.522
Strongest force on any atom, eV/A: 2.5
Lowest unoccupied orbital energy, eV: -0.18
Calculated total energy, eV: -45414.45887
Relative energy (zero: lowest compared OMol25 entry of this formula, charge and spin), kJ/mol: 13.52

Charges per atom according to Mulliken partitioning, unit e: number 1, C, carries 0.57; number 2, C, carries 0.46; number 3, S, carries -0.30; number 4, S, carries -0.22; number 5, S, carries -0.27; number 6, S, carries -0.24

***

Entry 2:
Molecular formula: CH2NO2
Method: DFT, ωB97M-V with the def2-TZVPD basis set

Structure (XYZ):
```
6
CH2NO2 | the OMol25 dataset | ωB97M-V with the def2-TZVPD basis set
C -1.01 -0.18 -0.15
N 1.36 -0.17 0.29
O -1.11 0.44 -1.14
O -1.51 -0.86 0.68
H 1.14 0.53 0.99
H 1.13 0.24 -0.67
```

Total charge: -1
Kohn-Sham gap (alpha / beta), eV: 6.65 / 6.65
Highest occupied orbital energy (alpha / beta), eV: -2.372 / -2.372
Strongest force on any atom, eV/A: 2.6
Lowest unoccupied orbital energy (alpha / beta), eV: 4.28 / 4.28
Calculated total energy, eV: -6654.37071
Relative energy (zero: lowest compared OMol25 entry of this formula, charge and spin), kJ/mol: 193.58

Charges per atom according to Mulliken partitioning, unit e: number 1, C, carries 0.43; number 2, N, carries -0.77; number 3, O, carries -0.43; number 4, O, carries -0.40; number 5, H, carries 0.06; number 6, H, carries 0.10

***

Entry 3:
Molecular formula: C56H80F3N22O2
Method: DFT, ωB97M-V with the def2-TZVPD basis set

Structure (XYZ):
```
163
C56H80F3N22O2 | the OMol25 dataset | ωB97M-V with the def2-TZVPD basis set
C 4.49 3.95 4.21
N 3.03 4.03 4.19
C 2.41 4.89 5.08
C 1.02 5.05 4.98
C 0.32 4.27 4.06
C 1.01 3.52 3.14
C 2.39 3.37 3.24
C -1.16 4.29 4.06
C -1.91 3.12 4.19
C -3.35 3.29 4.26
N -3.93 4.55 4.30
C -3.12 5.64 4.12
C -1.71 5.54 4.00
C -5.32 4.72 4.61
H 4.79 4.09 5.25
H 4.86 4.76 3.59
H 4.79 3.01 3.75
H 3.06 5.47 5.73
H 0.51 5.77 5.61
H 0.49 3.03 2.33
H 2.97 2.76 2.56
H -1.38 2.20 4.35
H -4.04 2.49 4.50
H -3.64 6.59 4.11
H -1.22 6.50 3.98
H -5.55 5.34 5.48
H -5.72 3.72 4.77
H -5.79 5.20 3.75
C 0.97 -0.29 0.97
O 0.26 0.05 -0.29
O 1.91 0.80 1.17
C -0.07 -0.59 2.10
F 0.45 -0.89 3.32
F -0.95 0.38 2.31
F -0.81 -1.63 1.77
C 0.00 -1.05 -1.19
C -0.84 -0.61 -2.40
H -1.83 -0.30 -2.10
H -0.42 0.30 -2.82
H -0.91 -1.27 -3.27
H -0.55 -1.80 -0.62
H 0.94 -1.47 -1.55
H 1.64 -1.14 0.84
C -0.41 6.30 0.21
C -0.70 5.59 -1.00
N -0.92 5.00 -1.94
H -1.34 6.60 0.67
H 0.26 7.12 -0.06
H 0.21 5.77 0.93
C 1.90 -5.68 -0.11
C 1.57 -7.01 0.41
N 1.35 -8.07 0.92
H 2.09 -5.61 -1.18
H 2.75 -5.36 0.51
H 1.01 -5.07 0.04
C -2.55 -5.46 -1.31
C -1.85 -5.77 -0.06
N -1.29 -5.97 0.95
H -2.54 -4.41 -1.61
H -3.61 -5.69 -1.22
H -2.07 -6.02 -2.11
C -2.77 3.98 -4.56
C -3.04 2.65 -3.91
N -3.20 1.66 -3.35
H -3.46 4.67 -4.08
H -2.81 3.86 -5.65
H -1.76 4.34 -4.39
C -2.28 1.41 -0.27
C -2.39 2.74 0.53
N -2.51 3.75 1.08
H -2.10 0.67 0.51
H -1.50 1.43 -1.04
H -3.26 1.18 -0.68
C -3.56 -1.08 3.49
C -3.09 -2.34 4.09
N -2.60 -3.26 4.64
H -4.63 -1.04 3.70
H -3.36 -1.03 2.42
H -3.05 -0.18 3.82
C -5.67 -1.83 -2.20
C -4.65 -1.60 -1.14
N -3.85 -1.42 -0.31
H -5.48 -2.71 -2.81
H -5.89 -0.90 -2.72
H -6.58 -2.11 -1.68
C 3.18 -0.62 -3.54
C 4.10 0.45 -3.38
N 4.87 1.28 -3.25
H 2.89 -0.99 -2.55
H 3.68 -1.45 -4.03
H 2.31 -0.27 -4.10
C 0.63 -4.05 -5.22
C 0.69 -4.04 -3.77
N 0.70 -4.05 -2.62
H 0.09 -3.20 -5.62
H 0.03 -4.89 -5.56
H 1.64 -4.12 -5.62
C 0.44 -4.65 4.04
C 0.30 -4.42 5.46
N 0.21 -4.23 6.62
H 1.51 -4.54 3.83
H -0.01 -3.88 3.43
H 0.08 -5.67 3.89
C -5.16 -5.32 -4.09
C -3.89 -4.60 -4.01
N -2.91 -4.01 -3.91
H -5.48 -5.65 -3.10
H -5.01 -6.23 -4.66
H -5.95 -4.68 -4.48
C -4.40 -4.03 1.66
C -5.24 -4.40 0.55
N -5.91 -4.66 -0.37
H -3.42 -3.74 1.29
H -4.30 -4.89 2.33
H -4.79 -3.23 2.30
C 2.62 3.50 -5.56
C 2.29 2.43 -6.54
N 2.03 1.57 -7.30
H 3.29 3.17 -4.77
H 1.69 3.80 -5.10
H 3.12 4.35 -6.04
C 3.69 0.03 4.46
C 4.89 0.57 5.12
N 5.83 0.91 5.64
H 3.69 -1.04 4.27
H 3.53 0.51 3.49
H 2.87 0.13 5.18
C 1.72 2.84 -1.49
C 2.08 3.85 -0.48
N 2.34 4.74 0.23
H 1.82 3.20 -2.52
H 0.69 2.54 -1.26
H 2.44 2.05 -1.30
C 0.70 -0.73 6.61
C -0.10 0.52 6.56
N -0.71 1.50 6.55
H 1.40 -0.69 7.44
H 1.18 -0.95 5.66
H 0.02 -1.54 6.85
C 2.81 -2.26 -9.20
C 2.59 -2.12 -7.71
N 2.53 -2.03 -6.58
H 3.89 -2.39 -9.31
H 2.57 -1.28 -9.60
H 2.14 -3.03 -9.57
C -1.10 0.06 -6.13
C -1.58 0.80 -7.29
N -1.96 1.39 -8.25
H -0.16 0.45 -5.74
H -1.00 -1.00 -6.38
H -1.84 0.02 -5.34
C 5.74 -2.09 0.66
C 5.56 -3.52 0.43
N 5.43 -4.66 0.21
H 5.71 -1.95 1.74
H 4.98 -1.52 0.11
H 6.73 -1.80 0.32
C 5.50 1.54 0.39
C 6.22 0.87 1.48
N 6.82 0.27 2.34
H 6.09 1.34 -0.51
H 5.35 2.58 0.67
H 4.54 1.13 0.09
```

Total charge: +1
Kohn-Sham gap, eV: 5.17
Highest occupied orbital energy, eV: -9.689
Strongest force on any atom, eV/A: 5.8
Lowest unoccupied orbital energy, eV: -4.52
Calculated total energy, eV: -104384.06841

Here are the Mulliken charges for atoms 1 to 8, given in e: number 1, C, carries -0.89; number 2, N, carries 0.29; number 3, C, carries -0.64; number 4, C, carries -0.50; number 5, C, carries -0.17; number 6, C, carries -0.44; number 7, C, carries -0.91; number 8, C, carries 1.02

***

Entry 4:
Molecular formula: C26H29F2OSi
Method: DFT, ωB97M-V with the def2-TZVPD basis set

Structure (XYZ):
```
59
C26H29F2OSi | the OMol25 dataset | ωB97M-V with the def2-TZVPD basis set
C 2.08 5.85 -0.60
Si 2.18 4.00 -0.99
C 1.76 3.95 -2.82
C 3.92 3.48 -0.62
O 1.23 2.90 -0.12
C -0.03 2.38 -0.13
C -0.23 1.07 0.23
C -1.10 3.27 -0.56
C -2.16 2.76 -1.35
C -3.15 3.62 -1.86
C -3.08 4.99 -1.58
C -2.05 5.51 -0.78
C -1.08 4.65 -0.27
H 2.80 6.34 -1.28
H 1.11 6.33 -0.78
H 2.39 6.10 0.43
H 2.57 4.50 -3.33
H 1.73 2.93 -3.22
H 0.81 4.45 -3.06
H 4.61 3.98 -1.31
H 4.22 3.74 0.40
H 4.06 2.40 -0.73
H -1.26 0.74 0.34
H 0.59 0.42 0.51
H -2.17 1.68 -1.55
H -3.97 3.22 -2.47
H -3.83 5.67 -1.99
H -2.00 6.58 -0.55
H -0.29 5.05 0.39
C -2.95 -6.10 4.81
C -2.50 -5.12 3.80
C -1.17 -5.13 3.38
F -0.40 -6.20 3.76
C -0.62 -4.16 2.57
C -1.44 -3.17 1.97
C -0.89 -2.19 1.04
C -0.05 -2.57 -0.03
C 0.56 -3.87 -0.15
C 1.67 -4.02 -0.94
F 2.37 -5.19 -0.88
C 2.14 -3.04 -1.80
C 3.38 -3.25 -2.58
C 1.33 -1.90 -1.94
C 0.27 -1.67 -1.09
C -2.83 -3.21 2.31
C -3.33 -4.18 3.17
H -3.95 -5.84 5.16
H -3.00 -7.13 4.44
H -2.27 -6.11 5.67
H 0.45 -4.19 2.35
H -1.16 -1.16 1.17
H 0.21 -4.71 0.44
H 3.52 -2.43 -3.29
H 4.26 -3.28 -1.92
H 3.36 -4.18 -3.14
H 1.60 -1.15 -2.68
H -0.33 -0.76 -1.18
H -3.50 -2.48 1.85
H -4.39 -4.19 3.43
```

Total charge: +1
Kohn-Sham gap, eV: 4.87
Highest occupied orbital energy, eV: -10.800
Strongest force on any atom, eV/A: 2.3
Lowest unoccupied orbital energy, eV: -5.93
Calculated total energy, eV: -42786.25609
Relative energy (zero: lowest compared OMol25 entry of this formula, charge and spin), kJ/mol: 75.99

Here are the Mulliken charges for atoms 1 to 8, given in e: number 1, C, carries -1.19; number 2, Si, carries 0.48; number 3, C, carries -0.98; number 4, C, carries -1.04; number 5, O, carries -0.33; number 6, C, carries 0.55; number 7, C, carries -1.38; number 8, C, carries 0.19

***

Please write out number 1 again, unchanged.
Molecular formula: C2S4
Method: DFT, ωB97M-V with the def2-TZVPD basis set

Structure (XYZ):
```
6
C2S4 | the OMol25 dataset | ωB97M-V with the def2-TZVPD basis set
C 1.42 0.96 -1.15
C -1.40 -0.91 1.09
S 1.92 -0.04 -2.16
S -1.49 -1.69 -0.27
S 1.04 1.78 0.08
S -1.49 -0.10 2.40
```

Kohn-Sham gap, eV: 9.34
Highest occupied orbital energy, eV: -9.522
Strongest force on any atom, eV/A: 2.5
Lowest unoccupied orbital energy, eV: -0.18
Calculated total energy, eV: -45414.45887
Relative energy (zero: lowest compared OMol25 entry of this formula, charge and spin), kJ/mol: 13.52

Charges per atom according to Mulliken partitioning, unit e: number 1, C, carries 0.57; number 2, C, carries 0.46; number 3, S, carries -0.30; number 4, S, carries -0.22; number 5, S, carries -0.27; number 6, S, carries -0.24

***

> What is the formula in the fourth record?

C26H29F2OSi

***

What did the first record say?
Molecular formula: C2S4
Method: DFT, ωB97M-V with the def2-TZVPD basis set

Structure (XYZ):
```
6
C2S4 | the OMol25 dataset | ωB97M-V with the def2-TZVPD basis set
C 1.42 0.96 -1.15
C -1.40 -0.91 1.09
S 1.92 -0.04 -2.16
S -1.49 -1.69 -0.27
S 1.04 1.78 0.08
S -1.49 -0.10 2.40
```

Kohn-Sham gap, eV: 9.34
Highest occupied orbital energy, eV: -9.522
Strongest force on any atom, eV/A: 2.5
Lowest unoccupied orbital energy, eV: -0.18
Calculated total energy, eV: -45414.45887
Relative energy (zero: lowest compared OMol25 entry of this formula, charge and spin), kJ/mol: 13.52

Charges per atom according to Mulliken partitioning, unit e: number 1, C, carries 0.57; number 2, C, carries 0.46; number 3, S, carries -0.30; number 4, S, carries -0.22; number 5, S, carries -0.27; number 6, S, carries -0.24